1.
158
Properties=species:S:1:pos:R:3:forces:R:3:mulliken_charge:R:1 method="wB97M-V/def2-TZVPD" spin_multiplicity=1 e_lumo_ev=0.5 mol_weight_g_mol=1115.15 homo_lumo_gap_ev=8.676 total_charge=0 e_homo_ev=-8.2
C 4.726 1.189 -1.965 0.300 -0.292 -0.360 -1.4935
C 3.364 1.808 -2.223 0.505 0.892 -0.112 -0.4705
N 2.440 1.761 -1.109 0.389 -0.790 0.100 1.1436
C 2.907 2.378 0.127 -0.849 0.238 0.179 -0.1395
C 2.898 3.910 0.122 1.103 0.122 -1.014 -1.4548
C 1.097 2.114 -1.451 -0.869 0.364 0.011 0.2368
C 0.467 1.174 -2.465 -0.141 0.691 -0.488 -0.4377
H 5.309 1.259 -2.889 -0.032 0.037 0.039 0.5161
H 4.669 0.122 -1.736 -0.130 0.072 0.206 0.2412
H 5.321 1.690 -1.202 -0.144 0.014 0.126 0.3276
H 3.539 2.860 -2.541 -0.069 -0.137 0.012 0.2934
H 2.952 1.326 -3.109 -0.291 -0.151 0.211 0.3356
H 2.202 2.057 0.897 0.155 -0.113 0.090 0.1186
H 3.873 1.944 0.371 0.129 0.227 0.087 0.0361
H 3.458 4.361 0.940 -0.324 -0.183 0.330 0.4446
H 3.449 4.257 -0.767 -0.198 0.010 0.064 0.2755
H 1.898 4.330 0.041 -0.067 -0.035 0.264 0.2674
H 0.985 3.168 -1.771 0.135 -0.080 -0.266 0.5194
H 0.473 2.062 -0.553 0.384 -0.097 0.065 -0.8521
H 0.654 0.144 -2.173 -0.089 -0.014 -0.080 -0.0315
H 0.812 1.356 -3.486 0.335 -0.231 0.108 0.4754
H -0.604 1.390 -2.553 0.015 -0.235 0.359 -0.3018
C 4.178 -1.938 4.739 0.340 -0.020 1.269 -1.5383
C 5.313 -1.182 4.068 0.033 0.004 -0.209 -0.3972
N 6.137 -2.009 3.198 0.122 -0.559 -0.062 0.8562
C 6.769 -3.165 3.868 -0.671 0.857 0.053 -0.7399
C 6.760 -4.371 2.960 0.525 -0.032 -0.236 -1.0068
C 7.128 -1.236 2.481 0.512 0.896 -0.231 -1.0881
C 6.559 -0.395 1.337 -0.082 -0.377 -0.100 -0.5428
H 3.668 -2.662 4.112 -0.140 0.274 -0.320 0.2538
H 3.501 -1.212 5.197 -0.295 -0.085 -0.433 0.4428
H 4.515 -2.502 5.619 0.211 -0.009 -0.217 0.4721
H 4.878 -0.395 3.451 0.002 -0.007 -0.034 0.2468
H 5.924 -0.656 4.826 -0.032 -0.120 0.048 0.2952
H 7.772 -2.870 4.206 0.111 -0.275 -0.032 0.3574
H 6.188 -3.371 4.766 0.099 -0.165 0.005 0.3783
H 7.301 -4.163 2.031 0.052 0.012 0.066 0.2461
H 7.255 -5.216 3.443 -0.156 -0.093 -0.074 0.4851
H 5.743 -4.623 2.665 -0.077 -0.104 0.202 0.0573
H 7.912 -1.872 2.063 -0.266 -0.322 0.039 0.4648
H 7.697 -0.564 3.160 -0.259 -0.075 0.120 0.3181
H 7.291 0.323 0.965 0.018 0.025 0.096 0.4550
H 5.659 0.140 1.633 0.013 0.133 0.015 0.0657
H 6.292 -1.043 0.500 -0.054 0.027 -0.008 -0.0626
C -5.359 4.169 1.410 0.205 -0.095 -0.601 -1.1008
C -5.476 4.930 0.093 -0.442 -0.536 -0.168 -0.4858
N -4.283 4.822 -0.738 -0.118 0.467 0.992 0.0981
C -4.133 5.957 -1.636 0.366 0.198 -0.324 -0.8357
C -5.026 5.931 -2.877 0.348 -0.877 -0.683 -0.9657
C -4.211 3.520 -1.372 0.151 0.206 -0.667 0.3340
C -2.908 3.328 -2.137 0.050 0.426 -0.388 -1.2116
H -4.401 4.444 1.852 -0.149 0.058 0.345 0.1929
H -5.343 3.090 1.249 -0.059 -0.028 0.086 0.0061
H -6.212 4.411 2.040 0.136 -0.022 0.252 0.6047
H -6.347 4.548 -0.475 -0.085 0.099 0.170 0.1129
H -5.710 5.966 0.336 0.297 0.161 -0.212 0.5656
H -4.295 6.885 -1.087 -0.124 -0.156 0.271 0.5247
H -3.075 5.994 -1.917 -0.107 0.069 -0.257 0.3908
H -5.119 6.875 -3.409 -0.086 0.211 0.340 0.3967
H -4.591 5.247 -3.619 -0.047 0.073 0.081 0.2399
H -6.007 5.497 -2.675 -0.150 0.390 0.160 0.2596
H -5.057 3.433 -2.078 0.020 -0.399 0.073 0.3747
H -4.303 2.737 -0.622 -0.134 0.038 0.106 -0.1985
H -2.874 3.993 -3.005 -0.007 -0.008 0.047 0.4029
H -2.796 2.325 -2.548 -0.063 -0.133 0.279 -0.1869
H -2.047 3.598 -1.522 0.001 -0.240 0.108 0.3583
C -2.684 -4.463 -2.591 0.215 0.511 0.705 -1.0243
C -2.698 -3.482 -3.751 -0.035 -0.364 0.180 -0.4737
N -2.546 -2.109 -3.308 -0.201 0.621 -0.697 1.0156
C -1.221 -1.814 -2.764 -0.284 -0.072 -0.243 1.1199
C -0.021 -2.102 -3.669 0.555 -0.070 0.563 -1.3818
C -2.893 -1.169 -4.408 0.022 -0.442 1.393 -0.5242
C -4.399 -1.054 -4.563 -0.101 -0.023 -1.564 -1.1631
H -2.728 -5.500 -2.910 0.059 -0.037 -0.014 0.4724
H -3.487 -4.257 -1.877 -0.262 -0.069 -0.317 0.2287
H -1.798 -4.290 -1.973 0.202 -0.404 -0.243 -0.0324
H -1.911 -3.756 -4.473 -0.108 -0.039 -0.076 0.3540
H -3.657 -3.584 -4.259 0.039 0.091 -0.128 0.2918
H -1.136 -2.350 -1.822 0.240 0.072 0.072 0.0038
H -1.199 -0.743 -2.544 -0.192 -0.233 0.187 -1.0685
H -0.022 -1.507 -4.582 -0.116 -0.145 -0.114 0.2946
H 0.126 -3.161 -3.886 -0.252 0.040 -0.215 0.3803
H 0.886 -1.821 -3.120 -0.064 0.075 -0.060 0.2115
H -2.556 -0.191 -4.056 0.312 0.028 -0.374 0.1557
H -2.351 -1.471 -5.314 -0.251 0.286 -0.244 0.3671
H -4.877 -2.015 -4.766 -0.036 -0.068 0.620 0.3685
H -4.842 -0.506 -3.739 -0.127 -0.276 0.227 0.1170
H -4.648 -0.520 -5.495 0.235 0.267 0.272 0.4259
C -2.253 7.944 5.179 0.811 0.142 0.727 -1.1908
C -3.282 6.909 5.530 -1.177 1.087 -0.100 -0.2467
O -2.937 5.641 4.979 0.898 -0.092 0.152 -0.1750
C -3.770 4.646 5.190 -0.040 0.020 -0.172 0.2645
O -4.885 4.732 5.597 -0.372 -0.152 0.312 -0.5361
C -3.135 3.284 4.824 -0.073 -0.062 0.098 1.0309
F -1.958 3.413 4.214 -0.003 -0.011 -0.057 -0.2652
F -2.943 2.553 5.934 -0.100 0.176 -0.137 -0.2893
F -3.967 2.620 4.021 0.080 -0.103 -0.017 -0.2033
H -2.279 8.281 4.148 -0.008 -0.114 -0.092 0.3003
H -1.244 7.617 5.452 -0.079 -0.230 -0.347 0.3308
H -2.389 8.800 5.846 -0.335 0.101 -0.254 0.3731
H -4.255 7.227 5.137 0.093 -0.246 -0.076 0.3049
H -3.436 6.871 6.611 0.285 -0.517 -0.026 0.3256
C -8.105 1.601 -0.696 0.110 -0.676 0.130 -0.8460
C -7.881 0.285 -1.416 -0.813 -0.225 -0.250 -0.3528
O -6.560 -0.227 -1.200 0.566 0.247 -0.352 -0.2284
C -6.277 -0.726 -0.012 -0.163 -0.044 -0.326 -0.1009
O -7.044 -0.926 0.873 -0.299 -0.181 0.572 -0.5645
C -4.766 -0.978 0.142 0.052 0.345 -0.482 1.0624
F -4.304 -0.023 0.979 0.131 -0.144 0.006 -0.1644
F -4.505 -2.168 0.660 -0.026 -0.007 0.107 -0.2632
F -4.120 -0.860 -1.021 0.051 -0.034 0.356 -0.1135
H -7.370 2.337 -1.013 -0.039 0.120 0.044 -0.0015
H -8.023 1.401 0.373 0.039 0.313 0.028 0.3329
H -9.117 1.948 -0.896 0.003 0.142 -0.075 0.4570
H -7.988 0.369 -2.497 0.292 0.147 0.015 0.3651
H -8.611 -0.472 -1.117 0.112 0.077 0.251 0.3337
C 3.805 -3.889 -1.498 -0.603 0.376 -0.322 -0.5771
C 5.070 -3.467 -0.783 -0.962 -0.809 0.986 -0.1784
O 6.047 -2.926 -1.667 -0.024 0.873 0.020 -0.1073
C 6.657 -3.745 -2.488 0.419 -0.121 0.292 0.3914
O 6.546 -4.929 -2.540 -0.149 -0.612 -0.101 -0.5174
C 7.629 -3.002 -3.422 -0.236 0.557 -0.019 0.8358
F 8.678 -3.760 -3.695 0.195 -0.084 -0.015 -0.2469
F 6.988 -2.732 -4.570 0.009 0.025 -0.107 -0.2571
F 8.057 -1.837 -2.912 -0.025 -0.292 -0.056 -0.2313
H 3.276 -2.994 -1.844 0.220 -0.075 -0.319 0.2544
H 3.064 -4.353 -0.842 0.428 0.014 0.197 -0.2918
H 3.979 -4.569 -2.330 0.104 0.041 -0.019 0.5679
H 5.483 -4.275 -0.172 0.294 -0.087 -0.437 0.2048
H 4.801 -2.701 -0.061 0.378 0.359 -0.211 0.0511
C -1.635 1.838 1.148 0.598 0.249 0.197 -0.2852
C -1.198 0.416 0.893 -0.822 0.328 -0.862 0.2584
O 0.190 0.228 1.234 -0.067 0.452 0.287 -0.3246
C 0.631 -0.957 0.880 0.195 -0.040 0.498 0.1679
O 0.002 -1.804 0.334 -0.186 -0.617 -0.642 -0.5260
C 2.042 -1.242 1.413 0.021 0.195 0.010 0.7411
F 2.798 -0.147 1.495 0.056 -0.243 0.156 -0.2035
F 1.922 -1.773 2.641 0.056 0.076 -0.157 -0.2552
F 2.658 -2.126 0.630 0.013 -0.011 0.068 -0.0255
H -1.575 2.093 2.205 -0.072 0.014 -0.031 0.0038
H -2.648 2.008 0.791 -0.103 -0.232 0.096 -0.2921
H -1.002 2.533 0.592 -0.040 -0.011 0.155 0.1495
H -1.307 0.197 -0.175 0.032 -0.100 0.113 -0.3655
H -1.817 -0.304 1.425 0.188 -0.081 0.167 0.9614
C 3.494 -6.465 0.787 0.054 -0.118 -0.049 -0.5951
C 2.173 -6.666 0.086 0.170 0.186 -0.477 -0.5513
O 1.197 -5.777 0.674 0.303 -0.129 0.490 -0.1573
C -0.073 -6.086 0.505 0.214 0.330 -0.162 0.2600
O -0.513 -6.949 -0.189 -0.289 -0.289 -0.170 -0.5648
C -0.959 -5.192 1.393 -0.584 -0.440 0.112 1.0328
F -1.334 -5.952 2.446 0.131 0.207 0.044 -0.3012
F -0.341 -4.114 1.836 0.113 0.126 0.222 -0.1872
F -2.075 -4.819 0.765 0.149 -0.001 -0.137 -0.2366
H 4.284 -6.899 0.172 0.011 -0.055 0.015 0.4016
H 3.500 -6.972 1.750 0.029 0.159 0.094 0.4200
H 3.728 -5.408 0.911 -0.100 -0.059 0.146 -0.2606
H 1.845 -7.702 0.153 -0.209 0.078 0.024 0.5188
H 2.239 -6.391 -0.970 -0.009 -0.164 0.037 0.2935

***

2.
30
Properties=species:S:1:pos:R:3:forces:R:3:mulliken_charge:R:1 method="wB97M-V/def2-TZVPD" spin_multiplicity=1 e_lumo_ev=-0.2 mol_weight_g_mol=180.15 de_lowest_kj_mol=242.5 homo_lumo_gap_ev=10.359 total_charge=0 e_homo_ev=-10.6
O 0.208 -1.765 0.637 2.054 -0.152 0.840 -0.5917
H 1.026 -2.285 0.728 -0.168 0.390 -0.138 0.2292
H -0.444 -2.400 0.461 -1.782 -1.349 -0.478 0.2658
O 0.510 0.767 0.176 0.653 -0.325 1.241 -0.6050
H 0.418 -0.180 0.356 0.079 0.398 -0.236 0.4510
H 0.000 0.864 -0.616 -0.592 0.707 -1.065 0.2847
O -2.603 -0.636 0.593 -1.520 -0.452 -3.126 -0.7127
H -2.988 0.238 0.437 0.121 0.076 0.124 0.3142
H -2.190 -0.700 1.408 1.171 0.676 2.694 0.3898
O -1.616 -1.202 -1.822 -1.029 0.800 -0.211 -0.6789
H -1.743 -0.966 -0.879 -0.530 0.049 0.017 0.3348
H -0.925 -1.825 -1.825 1.383 -1.183 -0.219 0.3433
O -0.766 1.273 -2.087 -1.292 -0.939 -0.171 -0.8592
H -0.091 1.564 -2.652 1.809 1.254 -1.008 0.2646
H -0.982 0.415 -2.507 -0.285 -0.208 0.698 0.3439
O -1.161 -0.578 2.856 -1.518 -0.078 1.446 -0.6980
H -1.675 -1.279 3.300 0.266 0.564 0.060 0.3230
H -0.530 -1.065 2.365 1.359 -0.666 -0.959 0.3660
O 1.837 0.629 2.437 0.087 -0.506 0.640 -0.7289
H 1.152 0.839 1.771 0.007 -0.042 0.118 0.4507
H 1.761 -0.315 2.678 -0.073 0.922 -0.257 0.2960
O 2.572 0.418 -2.142 -1.237 -0.176 -2.477 -0.5739
H 2.902 0.462 -1.275 0.970 0.199 2.179 0.3804
H 3.312 0.371 -2.750 0.138 0.010 0.192 0.2851
O -3.209 1.599 -1.015 0.250 -1.155 1.591 -0.6240
H -2.402 1.480 -1.508 0.780 0.112 -0.269 0.4577
H -3.724 2.161 -1.538 -1.345 1.274 -1.050 0.3080
O 3.682 0.511 0.489 0.427 -1.122 -2.243 -0.6350
H 4.535 0.751 0.776 1.756 0.336 0.239 0.2756
H 3.136 0.841 1.161 -1.938 0.586 1.829 0.3436

***

For each record above, in turn, the calculated maximum force values are 1.61 3.51 eV/A.